Computed, not measured: 10 unconnected molecules or ions with the total composition C47H98FN15O14P in a non-equilibrium geometry, with ωB97M-V/def2-TZVPD.

Properties
net charge: +1
energy: -113339.7576 eV

Geometry as XYZ:
```
176
Properties=species:S:1:pos:R:3:forces:R:3:lowdin_charge:R:1
C 7.585726 -3.233506 5.453043 -0.840 -1.170 -6.707 0.0650
C 7.223089 -3.442817 4.201040 1.971 1.452 5.489 -0.1113
C 6.872566 -3.574986 2.643981 0.207 0.011 1.013 -0.2069
C 5.347690 -3.072026 2.282991 1.523 -0.130 0.246 -0.1466
C 5.375693 -1.445142 2.082420 1.027 -1.195 1.978 -0.1426
N 5.044758 -0.983458 0.707641 -2.416 -0.294 0.126 -0.0720
C 5.278156 0.464152 0.450133 1.199 1.445 -1.233 -0.0557
C 5.570812 1.379996 1.733578 -1.105 1.802 3.808 -0.3365
O 4.803610 1.588537 2.721039 2.726 -1.454 -4.785 0.0544
O 6.851752 2.085841 1.753013 -3.173 -0.345 -1.244 0.0131
C 3.784793 -1.507890 0.157612 0.627 -1.284 -1.996 -0.1561
N 2.411996 -1.337310 0.676229 1.419 -0.122 1.734 -0.0947
C 2.011858 0.085147 0.912754 -1.716 2.547 0.066 -0.1777
C 1.575180 0.870674 -0.457928 -0.107 0.412 0.867 -0.1536
C 0.802974 2.276047 -0.136045 0.113 -0.015 0.218 -0.1713
C 1.540600 3.172104 0.967620 0.932 3.111 4.706 -0.1049
C 1.936567 3.903695 1.985635 -1.975 -3.846 -4.957 0.0654
P 1.980743 -2.435115 1.965679 -1.555 -5.370 0.111 0.6724
O 2.366540 -3.903065 1.580348 -0.349 4.832 1.099 -0.3324
O 2.496171 -1.979190 3.526872 -0.823 -1.141 -2.282 -0.1799
O 0.243345 -2.439480 2.024022 3.166 0.899 1.141 -0.1775
N 3.889127 -2.219228 -0.991628 -0.899 1.504 2.273 0.0195
C 2.653297 -2.798198 -1.667606 -0.279 -0.925 -1.274 -0.0639
C 1.947047 -1.723286 -2.673977 0.417 -0.785 -1.098 -0.0896
F 2.853854 -0.598728 -2.872038 -1.680 -1.693 0.628 -0.1090
C 5.188455 -2.506406 -1.690783 0.501 -0.952 -1.680 -0.0947
C 5.713296 -3.999878 -1.311181 0.313 -0.727 -0.555 -0.1493
C 7.222297 -4.044110 -0.732047 -0.563 -0.758 0.362 -0.1790
C 8.356649 -4.340561 -1.840526 0.253 -0.568 0.671 -0.2024
N 9.025546 -3.075065 -2.362366 0.300 -0.197 1.123 -0.0226
C 9.800533 -2.428825 -1.234052 1.810 -0.657 1.367 -0.4432
N 10.825618 -2.987606 -0.606372 -3.206 1.388 -2.242 0.1347
N 9.358135 -1.075355 -0.793808 -0.701 -2.208 -0.245 0.0625
H 8.205035 -3.102912 6.420984 -1.727 -0.322 -2.147 0.0582
H 7.652900 -2.959135 2.032572 -1.336 -1.101 1.278 0.1028
H 7.021408 -4.681626 2.351528 -0.348 1.769 0.569 0.1091
H 5.056244 -3.646500 1.333747 0.133 1.029 1.518 0.0817
H 4.705793 -3.396141 3.183792 0.858 0.627 -1.778 0.1022
H 6.491139 -1.155176 2.279265 -2.033 -0.215 -0.522 0.1471
H 4.774183 -0.970178 2.938447 0.655 -0.459 -1.546 0.1206
H 6.206113 0.541452 -0.255447 -1.517 0.033 1.414 0.1418
H 4.412377 0.977787 -0.139496 1.406 -0.956 1.233 0.1434
H 6.561221 3.042172 1.812462 0.658 -1.343 0.360 0.1359
H 1.038745 0.058648 1.557097 1.765 -0.086 -1.056 0.1419
H 2.764235 0.729572 1.495524 -0.902 -1.236 -0.737 0.1096
H 0.798017 0.202528 -0.979191 1.430 1.125 0.490 0.1085
H 2.484150 1.146547 -1.107322 -1.446 -0.819 0.798 0.1025
H 0.673930 2.851937 -1.150556 0.569 -0.963 2.020 0.1078
H -0.272702 1.992930 0.201237 1.861 0.724 -0.257 0.0986
H 2.269732 4.493347 2.906059 -0.615 -1.236 -2.061 0.0491
H 2.700730 -2.807123 4.052327 -0.298 1.067 -0.970 0.1092
H -0.038262 -2.639339 2.964010 0.499 0.396 -1.391 0.0990
H 1.926914 -3.292160 -0.929297 1.244 1.108 -0.919 0.1290
H 3.031032 -3.657433 -2.361510 -0.422 1.588 1.501 0.1470
H 1.847448 -2.232481 -3.719690 0.267 0.972 1.889 0.1403
H 0.881916 -1.427595 -2.366420 1.958 0.059 -0.127 0.1223
H 5.981984 -1.685377 -1.587971 -1.394 -1.310 0.337 0.1306
H 4.926136 -2.552553 -2.827781 0.301 0.379 2.148 0.1468
H 4.978236 -4.569414 -0.604099 1.220 1.348 -1.154 0.1218
H 5.723281 -4.638136 -2.289684 -0.145 1.224 1.696 0.1195
H 7.387323 -3.092056 -0.108847 0.077 -1.398 -1.100 0.0823
H 7.254825 -4.939418 0.016351 -0.018 1.611 -1.312 0.1159
H 7.897491 -4.968085 -2.708903 0.793 1.367 1.378 0.1311
H 9.172556 -5.012958 -1.351637 -1.450 1.063 -0.801 0.0907
H 9.715596 -3.375831 -3.071378 -0.445 0.219 0.584 0.1074
H 10.998698 -3.920819 -1.031651 -0.080 0.563 0.351 0.0038
H 8.659812 -0.672113 -1.443670 0.564 -0.635 0.569 0.0609
H 8.932723 -1.188089 0.156273 0.714 0.417 -1.110 0.0689
C 3.446920 -0.104920 -5.996346 0.081 -0.005 0.152 -0.0175
C 2.761296 -0.764314 -7.161421 -0.333 -0.337 -0.603 -0.5573
O 2.645985 -1.983216 -7.244309 0.109 0.081 0.250 0.0044
N 2.260598 0.032890 -8.142456 0.301 -0.415 0.589 0.0129
C 2.294192 1.477125 -8.229767 -0.248 0.009 -0.539 -0.0714
H 3.791475 -0.869850 -5.298805 -0.102 0.038 -0.204 0.0624
H 4.313847 0.462407 -6.342924 -0.120 0.132 0.100 0.0851
H 2.747955 0.550966 -5.472368 0.190 0.119 -0.020 0.0842
H 1.815376 -0.482675 -8.889916 0.076 0.108 0.103 0.1433
H 1.264621 1.838742 -8.283653 0.095 0.234 0.112 0.0844
H 2.818027 1.749667 -9.148186 -0.017 0.242 0.204 0.0544
H 2.794936 1.932362 -7.376554 -0.064 -0.163 -0.061 0.0776
C -3.151032 0.369197 1.809650 0.121 -0.177 0.063 -0.0105
C -3.265214 1.429833 0.748624 -0.177 0.559 -0.435 -0.5477
O -2.551469 1.432639 -0.250559 0.187 -0.152 0.136 -0.0035
N -4.193957 2.406952 0.920288 0.612 -0.640 -0.069 0.0099
C -5.122760 2.580276 2.017041 -0.171 0.395 -0.289 -0.0710
H -2.368139 -0.338642 1.531569 -0.103 0.165 -0.088 0.0722
H -2.882710 0.823226 2.766423 -0.178 -0.094 0.030 0.0862
H -4.093662 -0.175445 1.898562 0.057 0.069 0.179 0.0882
H -4.210200 3.081417 0.166880 -0.029 -0.101 0.128 0.1441
H -6.136111 2.564901 1.611283 -0.046 0.035 0.352 0.0805
H -4.934942 3.555118 2.471381 -0.255 -0.129 0.199 0.0902
H -5.022155 1.802218 2.772078 0.048 0.072 -0.162 0.0763
C 6.891136 2.162615 -10.019221 0.049 0.196 0.038 -0.0100
C 5.665589 1.361307 -10.364202 -0.559 -0.177 -0.159 -0.5412
O 4.559496 1.877947 -10.476240 0.280 0.008 0.037 0.0098
N 5.810112 0.021350 -10.554082 -0.037 0.584 0.119 0.0060
C 7.016726 -0.771565 -10.468633 -0.360 -0.293 -0.115 -0.0767
H 6.615991 3.211541 -9.899161 -0.084 -0.215 -0.061 0.0856
H 7.318965 1.807649 -9.078740 0.150 -0.007 -0.137 0.0843
H 7.626673 2.088135 -10.823318 0.086 -0.044 0.175 0.0877
H 4.943291 -0.447200 -10.782267 0.151 0.043 0.035 0.1430
H 7.174696 -1.258144 -11.433636 0.267 -0.064 0.125 0.0857
H 6.869323 -1.536428 -9.702874 0.284 -0.046 -0.040 0.0839
H 7.889645 -0.170884 -10.218153 -0.182 -0.006 -0.041 0.0755
C -9.841597 2.867987 2.212677 0.137 0.076 0.022 -0.0007
C -8.751902 2.747200 3.238625 0.207 0.049 -0.003 -0.5464
O -7.946434 3.652273 3.446938 0.082 -0.003 0.074 -0.0133
N -8.670120 1.590266 3.951561 0.129 0.547 -0.135 0.0056
C -9.513757 0.416946 3.858183 0.368 0.124 0.214 -0.0813
H -9.778534 3.844322 1.728674 0.139 -0.107 0.153 0.0883
H -9.726478 2.095620 1.448306 -0.183 -0.054 0.085 0.0936
H -10.818618 2.782115 2.699138 0.316 -0.158 -0.364 0.0397
H -7.912721 1.584904 4.621901 -0.061 0.000 -0.168 0.1272
H -9.969402 0.245924 4.836726 -0.219 -0.215 -0.131 0.0767
H -8.882768 -0.436961 3.603751 -0.326 -0.125 -0.062 0.0856
H -10.294098 0.526735 3.109399 0.229 0.051 0.200 0.0594
C -13.783362 4.843990 3.032812 0.023 0.064 -0.214 -0.0039
C -13.258062 3.620349 3.732556 0.075 -0.415 0.426 -0.5236
O -12.602807 2.764065 3.145901 -0.570 0.092 0.095 -0.0043
N -13.527842 3.475920 5.058141 0.160 0.052 -0.772 0.0200
C -14.274744 4.362159 5.922747 0.154 -0.344 0.238 -0.0661
H -13.486904 4.816301 1.983111 0.009 -0.110 0.199 0.0868
H -14.874345 4.865579 3.083309 0.074 0.170 0.068 0.0869
H -13.364003 5.744738 3.486756 -0.194 0.015 0.000 0.0874
H -13.141329 2.629538 5.457295 0.003 0.153 0.126 0.1300
H -13.618836 4.676888 6.737447 -0.221 0.139 0.064 0.0724
H -15.117154 3.804582 6.337714 -0.060 0.265 0.105 0.0887
H -14.645087 5.239876 5.395245 0.088 -0.157 -0.017 0.0771
C -10.818875 4.460171 8.243397 -0.142 0.120 0.087 -0.0159
C -10.678873 3.089023 7.640326 0.031 -0.630 -0.253 -0.5509
O -11.579118 2.257004 7.696376 -0.071 0.219 -0.068 0.0067
N -9.509371 2.781658 7.017157 -0.624 0.196 0.444 0.0139
C -8.338954 3.613677 6.844307 0.144 -0.383 -0.329 -0.0688
H -11.803975 4.554772 8.703140 0.142 -0.156 -0.089 0.0801
H -10.061275 4.609268 9.016048 0.001 0.155 -0.131 0.0864
H -10.724966 5.222892 7.466873 0.147 0.043 0.133 0.0865
H -9.491498 1.844299 6.638267 -0.028 0.184 0.000 0.1199
H -8.151052 3.715847 5.773302 0.215 0.256 0.088 0.0544
H -7.490301 3.107409 7.310705 0.142 0.260 0.018 0.0857
H -8.461419 4.600730 7.287448 -0.074 -0.177 -0.013 0.0798
C -0.049414 5.506961 -3.113189 -0.136 -0.061 0.102 -0.0060
C 1.308571 4.988980 -3.501236 0.444 -0.256 -0.084 -0.5467
O 1.689620 3.864150 -3.194092 -0.117 0.042 0.068 0.0024
N 2.125585 5.809598 -4.215621 -0.378 -0.382 0.330 0.0019
C 1.866208 7.157591 -4.671955 0.433 -0.103 -0.159 -0.0750
H -0.582205 4.739916 -2.548853 0.174 0.052 -0.113 0.0796
H 0.053322 6.392061 -2.481247 -0.117 0.039 -0.148 0.0895
H -0.630136 5.743846 -4.007504 -0.002 0.148 0.122 0.0889
H 3.019048 5.391378 -4.438028 -0.141 0.093 0.022 0.1403
H 1.949944 7.171561 -5.760863 -0.121 0.271 0.038 0.0857
H 2.627977 7.814702 -4.246726 -0.184 0.210 -0.104 0.0852
H 0.878575 7.510469 -4.379631 0.132 -0.137 -0.001 0.0770
C -13.123068 -1.343595 4.026324 0.026 0.106 0.155 0.0012
C -12.355717 -1.784546 2.809866 0.390 -0.046 -0.407 -0.5261
O -11.219921 -1.386429 2.576409 -0.356 -0.280 0.027 0.0102
N -12.959025 -2.653364 1.953257 0.232 0.350 0.376 0.0029
C -14.280029 -3.234482 2.048276 0.217 -0.156 -0.400 -0.0779
H -12.511638 -0.653583 4.609980 -0.025 -0.106 -0.192 0.0760
H -14.036904 -0.825953 3.725936 -0.027 -0.120 0.122 0.0890
H -13.363033 -2.206566 4.651713 -0.160 0.091 -0.034 0.0879
H -12.381250 -2.902071 1.161425 -0.113 0.037 0.120 0.1413
H -14.174037 -4.321334 2.074091 -0.293 0.009 0.073 0.0837
H -14.842711 -2.951630 1.155840 -0.233 -0.112 0.157 0.0843
H -14.815731 -2.901174 2.935619 0.156 0.007 -0.107 0.0760
C 10.717776 -7.538870 -0.268709 -0.182 -0.019 -0.026 -0.0042
C 11.788361 -6.595731 -0.745536 0.568 0.234 -0.039 -0.5283
O 11.565153 -5.722151 -1.579515 -0.180 -0.127 -0.014 -0.0142
N 13.036183 -6.730517 -0.225056 -0.740 0.084 -0.332 0.0141
C 13.499803 -7.685593 0.757450 0.377 0.238 -0.088 -0.0701
H 9.778976 -7.306892 -0.774334 0.211 0.030 0.002 0.0739
H 10.992547 -8.569019 -0.506135 -0.056 0.022 0.185 0.0907
H 10.568549 -7.423683 0.807294 0.044 -0.186 -0.035 0.0900
H 13.699205 -6.061624 -0.594265 -0.079 -0.095 0.078 0.1488
H 13.888282 -7.131865 1.614887 -0.008 -0.260 0.106 0.0879
H 14.309101 -8.268119 0.312027 -0.048 -0.153 0.237 0.0876
H 12.708663 -8.356925 1.087437 0.059 0.141 -0.106 0.0768
```
Forces are in eV/Å.